[1]
Formula: C17H24F6InN6PSTe
Source: the OMol25 dataset
Level of theory: ωB97M-V with the def2-TZVPD basis set

Last column: Löwdin spin population.
Cartesian coordinates (Å):
In (-0.35373, -0.27338, 0.20280)  0.00
C (2.55980, 2.09404, 3.27915)  0.00
N (3.04031, 1.71703, 1.94639)  0.00
C (4.29881, 2.31309, 1.48033)  0.00
C (2.29090, 0.94400, 1.17218)  0.00
N (1.08016, 0.54398, 1.50066)  0.00
N (2.88430, 0.53623, -0.01648)  0.00
C (2.34893, -0.00072, -1.16087)  0.00
N (3.14490, 0.06262, -2.22722)  0.00
N (1.17545, -0.59045, -1.20747)  0.00
H (3.40712, 2.44218, 3.86031)  0.00
H (2.15021, 1.22455, 3.79360)  0.00
H (1.81735, 2.89197, 3.21592)  0.00
H (4.59635, 3.07188, 2.19595)  0.00
H (4.15532, 2.81424, 0.52182)  0.00
H (5.09796, 1.57029, 1.42920)  0.00
H (0.75861, 0.98785, 2.35008)  0.00
H (3.83735, 0.84813, -0.11859)  0.00
H (4.00719, 0.58283, -2.22722)  0.00
H (2.86517, -0.33967, -3.10631)  0.00
H (0.93581, -0.86090, -2.15191)  0.00
S (-0.65829, -2.20348, 1.73633)  0.00
C (-1.20560, -3.68664, 1.01414)  0.00
N (-1.55154, -4.64964, 1.90329)  0.00
C (-1.90780, -5.90608, 1.56811)  0.00
C (-1.95851, -6.26980, 0.24875)  0.00
C (-1.62760, -5.31016, -0.70836)  0.00
C (-1.25596, -4.03199, -0.33296)  0.00
H (-1.51272, -4.41266, 2.88972)  0.00
H (-2.13527, -6.56735, 2.39213)  0.00
H (-2.23660, -7.27652, -0.02417)  0.00
H (-1.64469, -5.57449, -1.75736)  0.00
H (-0.95935, -3.30524, -1.07685)  0.00
F (-0.65559, 1.43612, -1.68556)  0.00
P (-0.36493, 3.02727, -1.09720)  0.00
F (-0.68773, 2.34285, 0.40349)  0.00
F (-0.12383, 4.41596, -0.43614)  0.00
F (-0.09486, 3.49017, -2.57029)  0.00
F (-1.95948, 3.25869, -1.24355)  0.00
F (1.17611, 2.57128, -0.89290)  0.00
C (-4.49887, -0.88325, -0.26287)  0.04
Te (-3.07002, 0.71625, -0.12550)  0.01
C (-3.49675, 0.92828, -2.20317)  0.04
C (-4.85544, 0.36180, -2.42783)  0.22
C (-5.62476, 0.70517, -3.53129)  0.00
C (-6.88630, 0.16710, -3.65820)  0.20
C (-7.40650, -0.73054, -2.66636)  0.22
C (-6.65506, -1.07903, -1.56356)  0.00
C (-5.37765, -0.55816, -1.42652)  0.21
H (-5.08198, -0.94931, 0.65585)  0.01
H (-3.99662, -1.84429, -0.40791)  0.02
H (-2.73627, 0.43228, -2.81021)  0.02
H (-3.45275, 1.99246, -2.43974)  0.01
H (-5.24713, 1.39705, -4.27176)  0.00
H (-7.51276, 0.42034, -4.50376)  0.01
H (-8.40600, -1.12313, -2.80264)  0.01
H (-7.05756, -1.74568, -0.81303)  0.00

Forces on the atoms, in the same order (eV/Å):
-0.0948 0.1969 -0.1527
-0.0114 -0.0483 -0.0156
-0.0206 -0.0172 0.0026
-0.0139 0.0044 -0.0124
-0.0484 0.0105 -0.0926
0.1718 0.0705 0.1813
0.0446 0.0116 -0.0150
0.0375 -0.0236 0.0530
0.0236 -0.0048 0.0233
0.1007 -0.0621 -0.1064
-0.0238 0.0249 0.0123
0.0008 0.0226 0.0195
-0.0059 -0.0097 0.0272
0.0252 -0.0073 -0.0166
0.0334 -0.0044 0.0024
0.0225 0.0217 -0.0132
-0.0289 0.0206 -0.0420
-0.0044 -0.0346 0.0084
-0.0029 0.0050 -0.0137
0.0103 -0.0106 -0.0033
-0.0042 0.0265 -0.0068
-0.1239 -0.1522 0.1039
0.0313 -0.0049 -0.0057
0.0256 0.0427 0.0019
-0.0138 -0.0199 -0.0701
0.0012 0.0115 0.0723
-0.0091 -0.0265 0.0209
0.0193 0.0508 0.0039
0.0163 0.0126 -0.0087
-0.0111 -0.0341 -0.0249
-0.0007 -0.0015 -0.0080
-0.0008 -0.0072 -0.0177
-0.0086 -0.0230 0.0227
0.0546 -0.0447 0.0308
0.0877 0.0421 -0.1486
-0.0384 -0.0530 0.0205
-0.0363 0.0254 -0.0038
-0.0368 -0.0182 0.0871
0.1315 0.0483 0.0339
-0.1347 0.0101 -0.0212
-0.0983 -0.0708 0.0660
-0.1317 -0.0246 0.1640
-0.1343 0.1497 -0.1401
0.1455 0.0023 -0.0031
-0.1009 0.0481 -0.0842
0.1199 0.1026 -0.0717
-0.0326 -0.0396 0.0379
0.0591 -0.0106 0.1321
-0.0664 -0.1085 0.0312
0.0259 -0.0401 -0.0119
0.0212 0.0476 -0.0529
-0.0107 -0.0502 0.0463
0.0283 -0.0590 -0.0535
0.0197 0.0121 -0.0015
0.0199 0.0277 -0.0260
-0.0090 -0.0346 0.0411
-0.0197 -0.0034 -0.0024

Properties
- HOMO (spin up / spin down): -0.6240 / -0.6239 Eh
- Max |F|: 0.27 eV Å⁻¹
- DFT total energy: -2786.948451 Ha
- Spin multiplicity: 2
- <S²>: 0.7680
- Energy above the lowest of the compared OMol25 structures with the same formula, charge and spin: 0.0 kJ/mol
- Net charge: +3
- E_LUMO (spin up / spin down): -8.609 / -12.176 eV

---

[2]
Formula: C7H7F5N2OP
Source: the OMol25 dataset
Level of theory: ωB97M-V with the def2-TZVPD basis set

Last column: Löwdin charge in e.
Cartesian coordinates (Å):
N (0.89423, 0.07225, 3.46730)  -0.16
P (-0.61790, 0.68066, 2.93237)  0.82
O (-1.52609, -0.65243, 2.99205)  -0.27
C (-0.31702, 0.85620, 1.07704)  -0.27
C (-0.58221, 2.09678, 0.54098)  -0.03
N (-0.35502, 2.31406, -0.77669)  0.20
C (0.11402, 1.36290, -1.58625)  -0.20
F (0.28256, 1.72881, -2.81285)  0.22
C (0.38386, 0.08307, -1.10946)  0.01
C (0.87911, -1.05527, -1.98724)  -0.44
F (1.03417, -0.65321, -3.25370)  0.16
F (2.06800, -1.48502, -1.54125)  0.15
C (-0.14610, -2.23339, -1.99463)  -0.30
F (-0.01599, -2.91711, -3.12246)  0.14
F (-1.38540, -1.68293, -1.97594)  0.10
C (0.15997, -0.15591, 0.23710)  0.06
H (1.59402, 0.73326, 3.12957)  0.04
H (1.10928, -0.79849, 2.97417)  0.04
H (-2.40922, -0.42528, 3.30198)  0.06
H (-0.94439, 2.91542, 1.14386)  0.13
H (-0.55324, 3.23186, -1.16291)  0.20
H (-0.02171, -2.88391, -1.13068)  0.17
H (0.35504, -1.13232, 0.65763)  0.14

Forces on the atoms, in the same order (eV/Å):
-0.5100 -0.1698 -1.2481
0.3708 1.0528 0.5764
0.1487 -0.3164 -0.3242
-0.2867 -0.0410 0.2694
0.3396 -0.7920 0.0325
-0.1159 0.1364 0.3709
0.0148 -0.5367 0.3563
0.0073 0.2088 -0.3809
0.1242 0.0183 0.0052
-0.6602 -0.0670 -0.3712
0.0923 0.2474 -0.2273
0.2721 -0.2132 0.3215
0.1876 0.4018 0.1406
0.1845 -0.3100 -0.1972
-0.2322 0.0604 0.0742
-0.1372 0.7089 -0.1483
0.1863 0.0722 0.5173
0.0783 -0.1230 0.4189
-0.1088 -0.1906 0.1037
-0.0879 0.1737 -0.1201
0.0712 -0.0110 -0.1959
0.0030 -0.1392 0.0754
0.0583 -0.1709 -0.0489

Properties
- HOMO: -0.4776 Eh
- Max |F|: 1.36 eV Å⁻¹
- DFT total energy: -1296.156820 Ha
- Energy above the lowest of the compared OMol25 structures with the same formula, charge and spin: 0.0 kJ/mol
- Net charge: +1
- E_LUMO: -5.196 eV
- SMILES: NP(O)c1c[nH+]c(F)c(C(F)(F)C(F)F)c1